{"formula": "C2H9NPS", "method": "ωB97M-V with the def2-TZVPD basis set", "elements": ["N", "C", "P", "C", "S", "H", "H", "H", "H", "H", "H", "H", "H", "H"], "positions_angstrom": [[1.2859, -1.2541, -1.0796], [0.6549, -0.8165, 0.1468], [-0.8768, 0.3754, -0.5012], [-1.3977, 1.1333, 1.1231], [-2.9800, 1.9984, 0.7880], [1.3571, -0.3457, -1.6757], [0.8152, -1.9817, -1.7658], [2.1675, -1.8150, -0.8362], [1.3530, -0.2489, 0.8922], [0.1821, -1.5251, 0.6611], [-1.7688, -0.8227, -0.5837], [-0.5503, 1.7252, 1.5130], [-1.5181, 0.3509, 1.8107], [-2.3377, 2.7474, -0.0994]], "forces_ev_per_a": [[1.5, -1.6, -2.7], [-0.6, 5.2, 0.0], [0.6, -1.7, 0.8], [0.6, 0.2, -1.2], [0.9, -0.3, 0.4], [0.8, -2.0, 0.9], [0.2, 1.8, 2.0], [-0.8, 1.7, -0.8], [-0.9, -1.0, -1.9], [-1.5, -3.3, 1.8], [0.6, 1.3, 0.2], [-0.6, 0.3, -0.3], [-0.6, -1.0, 1.1], [-0.3, 0.5, -0.3]], "mulliken_charge": [-0.36, -0.84, 0.08, -0.70, -0.12, 0.41, 0.39, 0.39, 0.32, 0.47, 0.10, 0.36, 0.35, 0.15], "smiles": "[NH3+]CPCS", "charge": 1, "largest_force_ev_per_a": 5.209, "multiplicity": 1, "lumo_energy_ev": -4.09}

---

{"formula": "C2H2NO2", "method": "ωB97M-V with the def2-TZVPD basis set", "elements": ["C", "N", "C", "O", "O", "H", "H"], "positions_angstrom": [[0.3459, -0.6231, -0.2301], [1.1318, -0.3075, 0.7066], [2.4405, 0.1962, 0.1948], [2.7727, 1.3022, 0.5907], [2.9537, -0.5386, -0.6126], [-0.5422, -1.1424, 0.0995], [0.6847, -0.5929, -1.3099]], "forces_ev_per_a": [[0.9, -0.5, 0.0], [-0.1, 0.1, -0.2], [-1.5, 0.8, 0.6], [0.3, 1.4, 1.0], [1.7, -2.0, -1.8], [-0.8, 0.1, -0.5], [-0.6, 0.0, 1.0]], "mulliken_charge": [-0.34, -0.44, 0.67, -0.71, -0.67, 0.25, 0.24], "smiles": "C=NC(=O)[O-]", "charge": -1, "largest_force_ev_per_a": 3.217, "multiplicity": 1, "lumo_energy_ev": 4.50}

---

{"formula": "C27H41BrN4O4PRe", "method": "ωB97M-V with the def2-TZVPD basis set", "elements": ["Re", "N", "C", "C", "C", "C", "N", "C", "N", "N", "C", "O", "O", "H", "H", "H", "H", "H", "H", "H", "H", "H", "H", "H", "H", "H", "H", "Br", "C", "C", "C", "C", "C", "C", "C", "O", "O", "H", "H", "H", "H", "C", "C", "C", "C", "P", "C", "C", "C", "C", "C", "C", "C", "C", "C", "C", "H", "H", "H", "H", "H", "H", "H", "H", "H", "H", "H", "H", "H", "H", "H", "H", "H", "H", "H", "H", "H", "H", "H"], "positions_angstrom": [[-0.0826, -0.0553, -0.9676], [-0.3694, -0.5878, 1.1766], [0.8296, -0.2433, 2.0179], [1.0658, -1.1297, 3.2314], [1.6857, -2.5285, 3.0100], [3.0912, -2.5678, 3.6290], [3.7777, -3.8571, 3.5289], [3.7097, -4.8464, 4.4224], [2.8828, -4.7635, 5.4625], [4.4489, -5.9388, 4.2581], [2.0118, -0.1334, 1.0884], [3.1391, -0.3122, 1.4038], [1.6417, 0.2280, -0.1783], [-1.1924, -0.1532, 1.5890], [-0.5379, -1.5934, 1.2090], [0.6442, 0.7711, 2.3729], [0.1200, -1.2028, 3.7719], [1.7290, -0.5546, 3.8815], [1.7628, -2.7850, 1.9465], [1.0598, -3.2954, 3.4710], [3.0460, -2.2716, 4.6796], [3.7228, -1.8319, 3.1367], [4.4545, -3.9607, 2.7905], [2.3762, -3.9209, 5.6638], [2.8822, -5.4739, 6.1763], [5.1291, -6.0095, 3.5197], [4.4543, -6.6738, 4.9465], [0.6517, -2.6865, -1.4597], [1.4069, -2.5101, -3.2378], [2.5089, -3.2915, -3.5004], [3.0237, -3.2775, -4.7924], [2.4230, -2.5142, -5.7816], [1.3052, -1.7489, -5.4898], [0.7845, -1.7257, -4.2001], [-0.4122, -0.8911, -3.9671], [-1.3445, -0.7885, -4.6790], [-0.3658, -0.0985, -2.8014], [2.9541, -3.9091, -2.7324], [3.8925, -3.8804, -5.0199], [2.8192, -2.5207, -6.7880], [0.8187, -1.1593, -6.2567], [-1.7029, 2.7986, -3.4389], [-1.2202, 3.1698, -2.0298], [-1.8697, 4.4827, -1.5761], [0.3064, 3.3242, -2.0263], [-1.6575, 1.8422, -0.7655], [-1.3929, 2.5814, 0.8668], [-2.4265, 3.1622, 1.6075], [-2.1475, 3.8456, 2.7821], [-0.8390, 3.9729, 3.2259], [0.1988, 3.4157, 2.4915], [-0.0764, 2.7242, 1.3208], [-3.3714, 1.1015, -0.9466], [-3.3707, 0.1687, -2.1691], [-3.6888, 0.2325, 0.2785], [-4.4400, 2.1899, -1.1341], [-1.3598, 3.5822, -4.1184], [-2.7876, 2.7696, -3.5122], [-1.2984, 1.8573, -3.8031], [-1.5723, 5.2546, -2.2905], [-1.5317, 4.8023, -0.5906], [-2.9575, 4.4373, -1.5867], [0.5746, 4.0522, -2.7950], [0.8320, 2.3974, -2.2809], [0.6857, 3.7040, -1.0775], [-3.4515, 3.1163, 1.2715], [-2.9578, 4.2954, 3.3427], [-0.6265, 4.5210, 4.1346], [1.2241, 3.5380, 2.8186], [0.7494, 2.3241, 0.7442], [-2.7851, -0.7428, -1.9887], [-3.0060, 0.6349, -3.0814], [-4.3986, -0.1540, -2.3504], [-2.9442, -0.5566, 0.4133], [-4.6368, -0.2761, 0.0915], [-3.7904, 0.7892, 1.2050], [-4.3957, 2.6327, -2.1262], [-4.3988, 2.9915, -0.4009], [-5.4171, 1.7108, -1.0377]], "forces_ev_per_a": [[0.2, -0.4, 0.2], [0.1, 0.0, -0.2], [-0.2, -0.1, -0.1], [0.0, -0.1, 0.1], [0.1, 0.0, 0.0], [0.0, -0.1, 0.0], [-0.1, 0.1, 0.0], [0.0, 0.0, 0.0], [0.1, 0.0, 0.0], [0.0, 0.0, 0.0], [-0.2, -0.1, -0.3], [0.3, 0.1, 0.0], [-0.1, 0.0, -0.1], [-0.1, 0.1, 0.0], [0.0, 0.0, 0.1], [0.0, 0.0, 0.0], [0.0, 0.0, 0.0], [0.0, 0.0, 0.0], [0.0, 0.0, 0.1], [0.0, 0.0, 0.0], [0.0, 0.0, 0.0], [0.0, 0.0, 0.0], [0.0, 0.0, 0.0], [0.0, 0.0, 0.0], [0.0, 0.0, 0.0], [0.0, 0.0, 0.0], [0.0, 0.0, 0.0], [-0.1, 0.0, 0.0], [0.1, 0.1, 0.0], [0.0, 0.0, 0.1], [0.0, 0.0, 0.0], [0.0, 0.0, 0.0], [0.0, 0.0, -0.1], [0.0, 0.0, 0.2], [0.1, 0.0, 0.1], [-0.2, 0.1, -0.2], [0.3, 0.1, 0.0], [0.0, 0.0, 0.0], [0.0, 0.0, 0.0], [0.0, 0.0, 0.0], [0.0, 0.0, 0.0], [0.0, 0.1, 0.0], [-0.1, -0.2, 0.0], [0.0, 0.1, -0.1], [0.0, 0.0, 0.0], [0.0, 0.1, 0.0], [0.0, 0.0, 0.0], [0.0, 0.0, 0.0], [-0.1, 0.0, 0.0], [0.0, 0.0, 0.0], [0.0, 0.0, 0.0], [0.0, 0.1, 0.0], [0.1, 0.0, 0.0], [-0.1, 0.0, -0.1], [0.0, 0.1, 0.0], [-0.1, -0.1, 0.0], [0.0, 0.0, 0.0], [0.0, 0.0, 0.0], [0.0, 0.0, 0.0], [0.0, 0.0, 0.0], [0.0, 0.0, 0.0], [0.0, 0.0, 0.0], [0.0, 0.0, 0.0], [0.0, 0.0, 0.0], [0.0, 0.0, 0.0], [0.0, -0.1, 0.0], [0.0, 0.0, 0.0], [0.0, 0.0, 0.0], [0.0, 0.0, 0.0], [0.0, 0.1, 0.0], [0.0, 0.1, 0.0], [0.0, -0.1, 0.1], [0.0, 0.0, 0.0], [0.0, -0.1, 0.0], [0.0, 0.0, 0.0], [0.0, 0.1, 0.1], [0.0, 0.0, 0.0], [0.0, 0.0, 0.0], [0.0, 0.0, 0.0]], "lowdin_spin": [2.45, 0.03, 0.01, 0.00, 0.00, 0.00, 0.00, 0.00, 0.00, 0.00, 0.02, 0.03, 0.12, 0.01, 0.01, 0.00, 0.00, 0.00, 0.00, 0.00, 0.00, 0.00, 0.00, 0.00, 0.00, 0.00, 0.00, 0.05, 0.00, 0.00, 0.00, 0.00, 0.00, 0.00, 0.02, 0.01, 0.15, 0.00, 0.00, 0.00, 0.00, 0.00, 0.01, 0.00, 0.01, 0.02, 0.00, 0.00, 0.00, 0.00, 0.00, 0.00, 0.01, 0.01, 0.01, 0.00, 0.00, 0.00, 0.00, 0.00, 0.00, 0.00, 0.00, 0.01, 0.00, 0.00, 0.00, 0.00, 0.00, 0.00, 0.01, 0.00, 0.00, 0.00, 0.00, 0.00, 0.00, 0.00, 0.00], "charge": 3, "largest_force_ev_per_a": 0.465, "multiplicity": 4, "lumo_energy_ev": [-8.99, -9.86]}

---

{"formula": "C2HCaO3", "method": "ωB97M-V with the def2-TZVPD basis set", "elements": ["O", "H", "O", "O", "C", "C", "Ca"], "positions_angstrom": [[-1.4808, 1.0660, 0.2480], [-1.1885, 1.3322, -0.6355], [0.6383, -0.8984, 0.3672], [1.1133, -0.4814, -0.9609], [-0.4429, -0.2382, 0.7498], [-1.6289, -0.5864, 0.5032], [2.9894, -0.1936, -0.2717]], "forces_ev_per_a": [[1.7, 0.1, 1.3], [-0.3, -0.6, -0.5], [3.5, 1.6, 0.8], [-0.7, -0.2, -0.6], [0.8, -0.4, -0.5], [-4.5, -0.2, -0.8], [-0.6, -0.3, 0.4]], "mulliken_charge": [-0.31, 0.34, -0.22, -0.64, 0.47, -0.30, 1.66], "charge": 1, "largest_force_ev_per_a": 4.591, "multiplicity": 1, "lumo_energy_ev": -6.30}

---

{"formula": "C4H14N2O5", "method": "ωB97M-V with the def2-TZVPD basis set", "elements": ["C", "C", "N", "C", "O", "N", "C", "O", "H", "H", "H", "H", "H", "H", "H", "H", "O", "H", "H", "O", "H", "H", "O", "H", "H"], "positions_angstrom": [[-1.1023, -0.0375, 1.3990], [0.1215, -0.0727, 0.4715], [-0.1831, -0.6021, -0.8781], [1.2197, -0.9119, 1.1224], [1.1534, -1.2916, 2.2814], [2.4229, -1.1864, 0.4681], [2.7222, -0.8937, -0.8961], [3.8076, -1.2447, -1.2976], [-0.8325, 0.2714, 2.4702], [-1.8241, 0.6599, 1.0329], [-1.5748, -1.0166, 1.5099], [0.4794, 0.9576, 0.3960], [-0.8618, -1.4538, -0.8601], [-0.5748, 0.1139, -1.4479], [3.1017, -1.7158, 0.9891], [1.9679, -0.3868, -1.5193], [0.6379, 3.1994, 0.3585], [0.4786, 3.4935, 1.2506], [1.4499, 3.5871, 0.0455], [-2.5060, -2.7311, -0.7658], [-3.1354, -2.9427, -0.0207], [-2.9810, -2.9276, -1.5420], [-1.2349, 2.0819, -1.7700], [-2.0746, 2.5531, -1.7164], [-0.6775, 2.4973, -1.0811]], "forces_ev_per_a": [[0.9, 0.0, 1.9], [-0.8, -0.9, -0.3], [-0.7, -2.1, 0.8], [1.0, -0.2, 1.3], [-0.4, 0.2, -0.5], [-1.7, 1.2, -2.1], [1.1, -0.8, 1.3], [-0.3, 0.2, -0.4], [-0.2, -0.3, -1.5], [-0.5, 0.4, -0.4], [0.1, 0.0, -0.2], [0.2, -0.2, -0.2], [1.5, 2.2, 0.2], [-0.6, 0.5, -0.3], [0.1, -0.1, 0.0], [0.1, -0.2, 0.6], [-0.6, -0.5, -0.5], [0.1, 0.2, 0.4], [0.4, 0.3, 0.0], [-0.2, 0.0, 2.7], [1.1, 0.4, -1.2], [-0.9, -0.4, -1.5], [0.2, 0.4, 0.4], [0.1, -0.1, 0.0], [-0.3, -0.1, -0.3]], "mulliken_charge": [-1.52, 0.88, -0.55, 0.19, -0.65, -0.12, 0.05, -0.55, 0.32, 0.39, 0.28, 0.16, 0.21, 0.31, 0.26, 0.39, -0.60, 0.29, 0.28, -0.62, 0.30, 0.29, -0.65, 0.31, 0.33], "smiles": "C[C@H](N)C(=O)NC=O.O.O.O", "largest_force_ev_per_a": 2.953, "multiplicity": 1, "lumo_energy_ev": 0.19}

---

{"formula": "C17H34AlN8S2", "method": "ωB97M-V with the def2-TZVPD basis set", "elements": ["Al", "C", "C", "N", "C", "C", "S", "C", "C", "N", "H", "H", "H", "H", "H", "H", "H", "H", "H", "H", "H", "H", "H", "H", "C", "C", "N", "C", "N", "C", "C", "C", "N", "C", "H", "H", "H", "H", "H", "H", "H", "H", "H", "H", "H", "H", "H", "C", "C", "C", "N", "N", "C", "N", "S", "H", "H", "H", "H", "H", "H", "H"], "positions_angstrom": [[-0.0085, 0.0023, -0.2422], [1.1571, 0.7162, 2.4663], [2.1729, 1.0913, 1.4043], [1.9500, 0.2965, 0.1613], [2.6414, -1.0337, 0.1140], [1.9825, -2.1045, 0.9683], [0.1634, -2.2153, 0.7409], [-0.4875, -1.8591, 2.4074], [-1.0320, -0.4355, 2.5182], [-0.1646, 0.5433, 1.8204], [1.4303, -0.2095, 2.9652], [1.1235, 1.4839, 3.2407], [2.0589, 2.1429, 1.1328], [3.1944, 0.9594, 1.7628], [2.3478, 0.8294, -0.6078], [2.6473, -1.3403, -0.9323], [3.6814, -0.9147, 0.4255], [2.3975, -3.0751, 0.6995], [2.1671, -1.9637, 2.0306], [-1.2841, -2.5776, 2.5960], [0.3043, -2.0783, 3.1217], [-2.0156, -0.3763, 2.0552], [-1.1494, -0.1712, 3.5717], [-0.6553, 1.4366, 1.8334], [-3.0216, 4.5308, -0.8011], [-1.7618, 4.2749, -0.0036], [-1.3985, 2.8441, -0.0970], [-2.2619, 1.8482, -0.4344], [-1.7626, 0.6003, -0.5115], [-2.7179, -0.4953, -0.7925], [-3.8071, -0.0322, -1.7325], [-4.5180, 1.1333, -1.0815], [-3.5404, 2.1388, -0.6316], [-4.0599, 3.5026, -0.4101], [-2.8208, 4.4662, -1.8720], [-3.3945, 5.5324, -0.5931], [-1.9068, 4.5351, 1.0462], [-0.9221, 4.8553, -0.3807], [-0.4269, 2.6579, -0.2763], [-3.1711, -0.8437, 0.1425], [-2.1658, -1.3391, -1.2142], [-4.5167, -0.8358, -1.9251], [-3.3746, 0.2713, -2.6890], [-5.1228, 0.8101, -0.2300], [-5.1809, 1.6301, -1.7881], [-4.3512, 3.6060, 0.6385], [-4.9589, 3.6010, -1.0135], [-1.5551, -3.1495, -3.7044], [-0.1710, -2.9203, -3.0898], [0.2133, -1.4782, -3.1013], [0.2838, -0.7060, -2.0633], [0.6238, 0.6158, -2.3157], [0.8064, 0.8196, -3.6045], [1.1377, 1.9861, -4.1512], [0.5617, -0.6159, -4.5558], [-1.7412, -4.2182, -3.7875], [-1.6273, -2.7222, -4.7039], [-2.3416, -2.7163, -3.0859], [0.5830, -3.4873, -3.6398], [-0.1402, -3.2651, -2.0544], [1.2994, 2.7955, -3.5754], [1.2915, 2.0846, -5.1420]], "forces_ev_per_a": [[0.0, -0.4, 0.6], [0.0, 0.0, 0.1], [0.1, 0.0, -0.1], [0.1, -0.1, -0.2], [0.0, 0.1, 0.0], [0.0, -0.1, 0.1], [-0.1, 0.1, 0.0], [-0.1, 0.0, 0.0], [0.0, 0.0, 0.0], [0.1, 0.1, -0.1], [0.0, 0.0, 0.0], [0.0, 0.0, 0.0], [0.0, 0.0, 0.0], [0.0, 0.0, 0.0], [0.0, 0.0, 0.0], [0.0, 0.0, 0.0], [0.0, 0.0, 0.0], [0.0, 0.0, 0.0], [0.0, 0.0, 0.0], [0.0, 0.0, 0.0], [0.0, 0.0, 0.0], [0.0, 0.0, 0.0], [0.0, 0.0, 0.0], [0.0, 0.0, 0.0], [0.0, 0.0, 0.0], [0.0, 0.0, 0.0], [0.0, 0.1, 0.1], [0.0, 0.0, 0.0], [0.0, -0.2, -0.2], [0.0, 0.0, 0.0], [-0.1, 0.0, 0.0], [0.0, 0.0, 0.0], [0.0, 0.0, 0.0], [0.0, 0.0, 0.0], [0.0, 0.0, 0.0], [0.0, 0.0, 0.0], [0.0, 0.0, 0.0], [0.0, 0.0, 0.0], [0.0, 0.0, -0.1], [0.0, 0.0, 0.0], [0.0, 0.0, 0.0], [0.0, 0.0, 0.0], [0.0, 0.0, 0.0], [0.0, 0.0, 0.0], [0.0, 0.0, 0.0], [0.0, 0.0, 0.0], [0.0, 0.0, 0.0], [0.0, -0.1, 0.0], [0.1, 0.1, 0.1], [-0.1, 0.0, 0.0], [0.1, 0.3, 0.2], [0.1, 0.2, -0.4], [-0.1, 0.1, 0.1], [0.0, 0.0, 0.0], [0.1, 0.0, 0.0], [0.0, 0.0, 0.0], [0.0, 0.0, 0.0], [0.0, 0.0, 0.0], [0.0, 0.0, 0.0], [0.0, 0.0, 0.0], [0.0, 0.0, 0.0], [0.0, 0.0, 0.0]], "mulliken_charge": [-1.35, -0.69, -0.69, 0.04, -0.90, -0.63, 0.03, -0.82, -0.59, 0.14, 0.28, 0.48, 0.36, 0.47, 0.41, 0.30, 0.57, 0.65, 0.37, 0.50, 0.48, 0.20, 0.53, 0.39, -0.69, -0.71, -0.02, 0.72, 0.56, -0.65, -0.85, -0.81, 0.02, -0.53, 0.29, 0.39, 0.32, 0.39, 0.16, 0.30, 0.25, 0.52, 0.29, 0.30, 0.48, 0.26, 0.39, -1.11, -0.45, 0.45, 0.88, -0.77, 0.54, -0.40, -0.06, 0.41, 0.40, 0.23, 0.53, 0.01, 0.19, 0.23], "charge": 3, "largest_force_ev_per_a": 0.741, "multiplicity": 1, "lumo_energy_ev": -8.09}